DFT (the ωB97M-V functional and the def2-TZVPD basis) results for a 15-piece molecular cluster, C90H225N11O16P4 overall.

Each line ends with the Löwdin charge.
Positions of all 346 atoms, in Å:
C: -5.179 -4.360 -7.677  -0.0932
C: -4.929 -5.022 -6.356  -0.2640
N: -3.998 -4.264 -5.498  -0.1710
C: -4.591 -2.995 -5.000  -0.2405
C: -3.622 -1.991 -4.428  -0.0702
C: -3.653 -5.004 -4.331  -0.2907
C: -2.517 -5.965 -4.698  -0.0672
H: -4.239 -4.266 -8.220  0.0793
H: -5.640 -3.376 -7.585  0.0551
H: -5.843 -4.949 -8.309  0.0741
H: -5.858 -5.218 -5.820  0.1105
H: -4.613 -6.043 -6.573  0.1080
H: -5.010 -2.497 -5.875  0.0892
H: -5.387 -3.227 -4.293  0.1160
H: -4.064 -0.995 -4.427  0.0465
H: -3.272 -2.145 -3.407  0.0428
H: -2.755 -1.899 -5.081  0.0727
H: -4.514 -5.567 -3.971  0.1162
H: -3.225 -4.348 -3.574  0.0887
H: -2.273 -6.584 -3.834  0.0594
H: -1.694 -5.305 -4.973  0.0521
H: -2.757 -6.578 -5.567  0.0665
C: 1.032 -5.536 -6.231  -0.0842
C: 1.588 -4.449 -5.287  -0.2343
N: 1.625 -3.106 -5.955  -0.1866
C: 2.621 -2.181 -5.353  -0.2247
C: 2.279 -1.886 -3.903  -0.0781
C: 0.299 -2.581 -6.239  -0.2652
C: 0.394 -1.413 -7.217  -0.0761
H: 1.180 -6.487 -5.719  0.0720
H: 1.488 -5.587 -7.220  0.0755
H: -0.036 -5.371 -6.377  0.0357
H: 1.002 -4.478 -4.369  0.0928
H: 2.602 -4.670 -4.954  0.1040
H: 3.558 -2.718 -5.506  0.0944
H: 2.766 -1.260 -5.917  0.1031
H: 1.534 -1.106 -3.750  0.0605
H: 1.897 -2.727 -3.325  0.0603
H: 3.186 -1.525 -3.419  0.0584
H: -0.252 -2.332 -5.332  0.0978
H: -0.288 -3.401 -6.653  0.0989
H: 0.921 -0.551 -6.806  0.0564
H: -0.639 -1.142 -7.431  0.0636
H: 0.850 -1.714 -8.161  0.0785
C: 4.456 5.788 4.187  -0.0764
C: 3.741 5.686 2.817  -0.2339
N: 2.302 5.491 3.029  -0.1752
C: 1.662 6.735 3.502  -0.2470
C: 0.362 6.457 4.293  -0.0724
C: 1.609 5.098 1.798  -0.2384
C: 1.967 3.630 1.400  -0.0587
H: 4.223 4.903 4.779  0.0561
H: 4.196 6.644 4.811  0.0607
H: 5.533 5.790 4.018  0.0677
H: 3.880 6.568 2.192  0.1162
H: 4.186 4.820 2.327  0.0858
H: 2.271 7.404 4.110  0.1049
H: 1.327 7.372 2.683  0.1051
H: 0.023 7.397 4.729  0.0752
H: -0.451 5.955 3.768  0.0394
H: 0.606 5.822 5.144  0.0564
H: 1.824 5.761 0.960  0.0988
H: 0.537 5.293 1.800  0.1044
H: 1.911 2.919 2.224  0.0645
H: 2.942 3.639 0.913  0.0479
H: 1.277 3.209 0.669  0.0513
C: -2.644 -8.136 -0.242  -0.0792
C: -2.997 -6.654 -0.459  -0.2514
N: -1.967 -5.743 0.021  -0.1751
C: -2.407 -4.405 0.434  -0.2314
C: -3.043 -3.591 -0.678  -0.0827
C: -0.822 -5.725 -0.882  -0.2517
C: 0.413 -4.951 -0.401  -0.0768
H: -3.417 -8.858 -0.506  0.0655
H: -2.624 -8.309 0.834  0.0712
H: -1.720 -8.488 -0.701  0.0595
H: -3.359 -6.400 -1.456  0.0969
H: -3.856 -6.458 0.183  0.1075
H: -1.635 -3.777 0.880  0.0916
H: -3.238 -4.588 1.115  0.1004
H: -3.280 -2.555 -0.438  0.0491
H: -4.016 -4.048 -0.857  0.0727
H: -2.378 -3.587 -1.541  0.0571
H: -0.474 -6.743 -1.054  0.1053
H: -1.170 -5.343 -1.842  0.0912
H: 0.192 -3.896 -0.239  0.0567
H: 0.791 -5.450 0.491  0.0768
H: 1.172 -4.990 -1.183  0.0609
C: -8.476 -1.775 -5.519  -0.0771
C: -8.102 -0.936 -4.301  -0.2763
N: -6.736 -0.448 -4.231  -0.1602
C: -6.349 0.278 -5.477  -0.2092
C: -7.094 1.655 -5.670  -0.0648
C: -6.548 0.398 -3.049  -0.2541
C: -6.573 -0.435 -1.774  -0.0791
H: -7.804 -2.627 -5.618  0.0654
H: -8.417 -1.151 -6.411  0.0613
H: -9.520 -2.088 -5.514  0.0754
H: -8.848 -0.147 -4.207  0.1051
H: -8.301 -1.561 -3.430  0.1011
H: -5.298 0.536 -5.348  0.0724
H: -6.472 -0.322 -6.379  0.0978
H: -6.887 2.022 -6.675  0.0693
H: -8.160 1.526 -5.483  0.0634
H: -6.840 2.511 -5.046  0.0389
H: -7.283 1.198 -2.968  0.1032
H: -5.583 0.904 -3.078  0.1066
H: -6.424 0.241 -0.932  0.0472
H: -5.690 -1.072 -1.723  0.0672
H: -7.484 -1.000 -1.576  0.0697
C: 1.734 3.423 -5.661  -0.0955
C: 1.393 4.869 -5.552  -0.2688
N: 1.192 5.356 -4.189  -0.1552
C: 0.675 6.728 -4.209  -0.2769
C: 1.621 7.706 -4.899  -0.0836
C: 0.356 4.491 -3.306  -0.2277
C: 0.245 4.963 -1.847  -0.0821
H: 1.959 3.135 -6.688  0.0814
H: 0.904 2.808 -5.312  0.0554
H: 2.495 3.047 -4.977  0.0659
H: 2.281 5.411 -5.879  0.1097
H: 0.531 5.074 -6.186  0.1197
H: -0.333 6.772 -4.619  0.0986
H: 0.414 7.122 -3.227  0.0982
H: 1.594 7.486 -5.966  0.0624
H: 1.238 8.714 -4.742  0.0710
H: 2.631 7.620 -4.497  0.0823
H: 0.715 3.462 -3.319  0.0804
H: -0.700 4.526 -3.576  0.0905
H: 1.221 5.163 -1.404  0.0656
H: -0.280 4.191 -1.286  0.0683
H: -0.332 5.876 -1.702  0.0598
C: -0.073 -0.811 1.587  -0.0879
C: -0.131 -0.339 0.172  -0.2900
N: -1.430 -0.347 -0.360  -0.1709
C: -2.276 0.707 0.232  -0.2026
C: -3.792 0.515 0.015  -0.0650
C: -1.483 -0.386 -1.814  -0.2509
C: -0.962 0.846 -2.491  -0.0750
H: 0.974 -0.934 1.863  0.0465
H: -0.625 -1.737 1.744  0.0652
H: -0.401 -0.089 2.335  0.0532
H: 0.418 0.598 0.072  0.1081
H: 0.432 -1.141 -0.305  0.1100
H: -2.112 0.828 1.303  0.0839
H: -1.926 1.632 -0.226  0.1047
H: -3.884 0.649 -1.063  0.0553
H: -4.143 -0.466 0.335  0.0315
H: -4.377 1.220 0.606  0.0754
H: -2.526 -0.597 -2.053  0.0860
H: -0.945 -1.244 -2.217  0.1077
H: -0.117 1.334 -2.005  0.0538
H: -1.682 1.652 -2.351  0.0513
H: -0.762 0.624 -3.539  0.0767
C: 3.272 0.284 2.264  -0.0837
C: 4.606 0.941 2.109  -0.2651
N: 5.391 1.022 3.333  -0.1703
C: 6.223 2.229 3.360  -0.2277
C: 7.344 2.170 2.306  -0.0815
C: 6.055 -0.255 3.593  -0.2450
C: 6.790 -0.176 4.934  -0.0700
H: 2.719 0.265 1.325  0.0602
H: 2.624 0.844 2.938  0.0520
H: 3.355 -0.745 2.614  0.0486
H: 5.232 0.458 1.359  0.1017
H: 4.480 1.915 1.636  0.0973
H: 6.740 2.314 4.315  0.0987
H: 5.678 3.162 3.215  0.0871
H: 8.129 1.574 2.770  0.0586
H: 7.804 3.150 2.179  0.0692
H: 7.128 1.715 1.339  0.0622
H: 5.248 -0.982 3.689  0.0800
H: 6.678 -0.592 2.764  0.0989
H: 7.024 -1.166 5.328  0.0718
H: 7.678 0.454 4.883  0.0596
H: 6.140 0.315 5.657  0.0651
C: -2.381 4.298 7.293  -0.0816
C: -3.412 3.771 6.302  -0.2435
N: -3.270 4.540 5.058  -0.1686
C: -2.264 4.011 4.120  -0.2348
C: -2.563 2.570 3.655  -0.0646
C: -4.547 4.774 4.333  -0.2542
C: -5.636 5.535 5.068  -0.0938
H: -2.408 3.700 8.204  0.0614
H: -2.564 5.341 7.552  0.0747
H: -1.349 4.207 6.953  0.0522
H: -3.316 2.689 6.205  0.0900
H: -4.388 3.941 6.757  0.1002
H: -2.194 4.759 3.330  0.1001
H: -1.276 3.978 4.580  0.0886
H: -3.496 2.389 3.121  0.0654
H: -1.692 2.279 3.068  0.0617
H: -2.414 1.899 4.501  0.0559
H: -4.939 3.821 3.977  0.1010
H: -4.305 5.373 3.455  0.1106
H: -6.492 5.741 4.426  0.0710
H: -5.317 6.525 5.394  0.0744
H: -5.949 4.988 5.957  0.0569
C: -6.507 -3.833 1.538  -0.0698
C: -5.949 -2.416 1.850  -0.2412
N: -5.098 -2.542 3.029  -0.1652
C: -5.814 -2.619 4.352  -0.2205
C: -6.425 -1.307 4.775  -0.0958
C: -4.015 -1.569 2.932  -0.2824
C: -2.981 -1.625 4.023  -0.0799
H: -7.328 -3.976 2.241  0.0606
H: -5.727 -4.591 1.617  0.0601
H: -6.884 -3.921 0.519  0.0613
H: -5.291 -2.032 1.071  0.0765
H: -6.762 -1.708 2.009  0.1053
H: -6.560 -3.412 4.316  0.1037
H: -5.158 -2.874 5.185  0.1028
H: -7.172 -0.937 4.073  0.0646
H: -6.895 -1.378 5.757  0.0752
H: -5.621 -0.572 4.791  0.0603
H: -4.310 -0.520 2.890  0.1061
H: -3.500 -1.768 1.992  0.0915
H: -2.585 -2.627 4.184  0.0814
H: -3.374 -1.339 4.998  0.0534
H: -2.160 -0.936 3.824  0.0592
C: 6.410 4.433 -0.591  -0.0950
C: 6.568 3.297 -1.591  -0.2463
N: 5.437 2.336 -1.465  -0.1627
C: 5.742 1.015 -2.076  -0.2375
C: 6.056 1.011 -3.584  -0.0613
C: 4.157 2.862 -1.984  -0.2216
C: 3.001 1.971 -1.492  -0.0771
H: 5.826 5.262 -0.990  0.0644
H: 7.375 4.894 -0.379  0.0689
H: 6.002 4.116 0.368  0.0561
H: 6.766 3.623 -2.612  0.1045
H: 7.470 2.750 -1.315  0.1084
H: 6.513 0.563 -1.453  0.1053
H: 4.916 0.346 -1.835  0.0823
H: 5.209 1.355 -4.178  0.0600
H: 6.820 1.744 -3.843  0.0608
H: 6.390 0.055 -3.985  0.0590
H: 4.118 3.069 -3.053  0.0969
H: 3.972 3.857 -1.580  0.0990
H: 2.952 1.795 -0.417  0.0441
H: 2.950 0.933 -1.821  0.0551
H: 2.031 2.288 -1.874  0.0442
C: 3.210 -3.056 -0.050  -0.0557
C: 4.620 -2.715 0.417  -0.2653
O: 5.505 -2.254 -0.614  -0.1802
P: 6.670 -3.252 -1.160  0.5181
O: 6.370 -4.695 -1.007  -0.2281
O: 6.896 -2.729 -2.693  -0.1751
C: 5.988 -3.247 -3.631  -0.3242
C: 6.568 -4.345 -4.499  -0.0578
O: 7.973 -2.661 -0.392  -0.1896
C: 8.062 -2.799 0.986  -0.2812
C: 9.146 -1.753 1.341  -0.0578
H: 3.133 -3.813 -0.831  0.0697
H: 2.608 -3.290 0.828  0.0656
H: 2.782 -2.163 -0.503  0.0671
H: 4.540 -1.969 1.207  0.0945
H: 4.995 -3.647 0.840  0.0803
H: 5.059 -3.543 -3.145  0.1069
H: 5.810 -2.399 -4.292  0.1057
H: 5.789 -4.612 -5.214  0.0760
H: 7.410 -3.980 -5.087  0.0788
H: 6.973 -5.131 -3.863  0.0788
H: 7.108 -2.611 1.477  0.0942
H: 8.490 -3.770 1.235  0.1221
H: 10.050 -1.955 0.766  0.0782
H: 8.870 -0.746 1.029  0.0656
H: 9.291 -1.729 2.421  0.0759
C: 3.800 -0.265 8.020  -0.0635
C: 2.920 -0.384 6.803  -0.2670
O: 1.652 0.220 7.133  -0.1971
P: 0.633 0.497 5.897  0.5397
O: 1.048 -0.056 4.574  -0.2271
O: -0.836 0.039 6.485  -0.1767
C: -1.225 0.375 7.781  -0.3078
C: -2.659 -0.056 8.030  -0.0647
O: 0.538 2.116 5.975  -0.2142
C: 1.698 2.882 5.668  -0.2488
C: 2.196 3.452 7.018  -0.0457
H: 4.747 -0.794 7.919  0.0802
H: 4.042 0.786 8.182  0.0696
H: 3.244 -0.560 8.911  0.0815
H: 3.308 0.059 5.886  0.1061
H: 2.777 -1.441 6.579  0.1034
H: -0.575 -0.041 8.550  0.1193
H: -1.233 1.456 7.915  0.1031
H: -2.813 -0.175 9.102  0.0762
H: -3.465 0.600 7.700  0.0674
H: -2.807 -1.055 7.619  0.0742
H: 2.436 2.255 5.167  0.1013
H: 1.480 3.693 4.973  0.0899
H: 1.429 4.117 7.416  0.0704
H: 2.397 2.719 7.800  0.0640
H: 3.101 4.027 6.822  0.0650
C: -6.687 3.505 -0.872  -0.0663
C: -7.012 4.284 -2.156  -0.2608
O: -6.213 3.809 -3.215  -0.2179
P: -4.607 4.168 -3.312  0.5652
O: -3.746 3.466 -2.322  -0.2406
O: -4.265 3.704 -4.855  -0.1933
C: -3.276 2.721 -5.051  -0.3154
C: -3.057 2.602 -6.540  -0.0493
O: -4.537 5.814 -3.343  -0.1935
C: -3.588 6.480 -4.148  -0.2781
C: -3.261 7.854 -3.522  -0.0554
H: -6.649 2.420 -0.969  0.0519
H: -5.807 3.870 -0.341  0.0735
H: -7.469 3.632 -0.123  0.0741
H: -8.064 4.193 -2.426  0.1206
H: -6.837 5.350 -2.008  0.1111
H: -2.361 3.019 -4.540  0.0925
H: -3.577 1.765 -4.623  0.0981
H: -3.967 2.212 -6.994  0.0727
H: -2.850 3.612 -6.896  0.0811
H: -2.224 1.928 -6.742  0.0787
H: -2.718 5.828 -4.224  0.0907
H: -3.997 6.587 -5.152  0.1207
H: -2.538 8.444 -4.085  0.0691
H: -4.147 8.486 -3.471  0.0761
H: -2.779 7.710 -2.556  0.0746
C: 0.808 -3.681 3.625  -0.0406
C: 2.291 -3.339 3.842  -0.2816
O: 3.017 -4.518 3.694  -0.2175
P: 4.611 -4.562 4.115  0.5391
O: 5.350 -3.321 3.703  -0.2423
O: 5.151 -6.025 3.630  -0.1884
C: 5.708 -6.310 2.320  -0.2160
C: 4.614 -6.690 1.291  -0.0623
O: 4.522 -4.711 5.731  -0.1880
C: 3.569 -5.702 6.212  -0.2498
C: 4.274 -6.568 7.316  -0.0611
H: 0.685 -4.179 2.664  0.0616
H: 0.416 -4.388 4.356  0.0787
H: 0.182 -2.789 3.603  0.0526
H: 2.576 -2.675 3.027  0.0849
H: 2.473 -2.920 4.832  0.1064
H: 6.216 -5.398 2.007  0.0885
H: 6.429 -7.127 2.349  0.1184
H: 4.956 -6.849 0.268  0.0721
H: 4.054 -7.585 1.564  0.0746
H: 3.884 -5.886 1.197  0.0538
H: 2.701 -5.239 6.680  0.1117
H: 3.153 -6.329 5.423  0.1067
H: 3.623 -7.383 7.632  0.0713
H: 5.162 -7.053 6.910  0.0701
H: 4.605 -5.968 8.164  0.0717

Results
**Energy**: -183292.57008 eV